Density functional theory data (the ωB97M-V functional and the def2-TZVPD basis) for C51H70N4O as an isolated structure.

Element x y z (Å)
C 2.203 -3.987 -2.193
C 1.502 -2.957 -3.060
C 1.280 -3.513 -4.459
C 2.301 -1.666 -3.180
C 3.574 -1.727 -3.749
C 4.227 -0.603 -4.223
C 3.602 0.636 -4.069
C 2.343 0.783 -3.479
C 1.601 2.115 -3.485
C 1.971 2.972 -4.697
C 1.713 2.874 -2.176
C 1.741 -0.384 -2.951
N 0.375 -0.291 -2.470
N -0.572 -0.067 -3.410
N -1.733 -0.384 -2.840
C -2.893 -0.492 -3.704
C -3.429 -1.766 -3.992
C -2.700 -3.107 -3.723
C -2.273 -3.749 -5.041
C -3.579 -4.054 -2.920
C -4.667 -1.789 -4.656
C -5.224 -0.612 -5.156
C -4.567 0.616 -5.041
C -3.333 0.675 -4.370
C -2.566 2.002 -4.288
C -3.057 2.823 -3.112
C -2.638 2.788 -5.590
C -1.589 -0.696 -1.505
C -2.735 -1.028 -0.677
C -0.249 -0.557 -1.218
C 0.499 -0.611 0.049
H 2.360 -3.623 -1.176
H 1.587 -4.885 -2.136
H 3.171 -4.260 -2.622
H 0.534 -2.716 -2.612
H 0.818 -2.770 -5.118
H 2.247 -3.780 -4.898
H 0.646 -4.402 -4.441
H 4.026 -2.708 -3.864
H 5.215 -0.687 -4.688
H 4.122 1.508 -4.442
H 0.548 1.834 -3.621
H 1.892 2.389 -5.624
H 1.291 3.827 -4.776
H 2.990 3.367 -4.622
H 1.359 2.274 -1.332
H 2.747 3.180 -1.971
H 1.100 3.776 -2.232
H -1.791 -2.882 -3.145
H -1.654 -3.076 -5.646
H -1.687 -4.655 -4.863
H -3.146 -4.033 -5.635
H -3.877 -3.614 -1.963
H -4.481 -4.305 -3.483
H -3.045 -4.985 -2.709
H -5.150 -2.758 -4.809
H -6.198 -0.659 -5.659
H -5.002 1.526 -5.478
H -1.511 1.740 -4.137
H -2.983 2.256 -2.176
H -2.476 3.746 -3.007
H -4.110 3.082 -3.272
H -2.305 2.177 -6.434
H -3.658 3.129 -5.774
H -1.987 3.665 -5.533
H -2.380 -1.044 0.363
H -3.510 -0.244 -0.720
H -3.195 -1.997 -0.931
H 0.008 -1.247 0.757
H 1.496 -0.900 -0.313
C -3.358 5.156 1.082
N -2.876 4.385 2.215
C -3.243 4.857 3.543
C -2.148 3.236 2.034
C -1.857 2.376 3.133
C -1.047 1.265 2.949
C -0.273 1.092 1.769
C 0.958 0.235 1.718
C 1.411 -0.160 3.145
C 1.795 -1.485 3.442
C 2.300 -1.862 4.666
C 2.624 -3.317 5.017
C 4.146 -3.507 5.057
C 2.047 -4.318 4.013
C 2.066 -3.659 6.406
C 2.672 -0.785 5.598
O 3.601 -0.964 6.424
C 2.105 0.564 5.425
C 2.278 1.618 6.545
C 1.723 1.065 7.871
C 1.572 2.932 6.223
C 3.777 1.905 6.735
C 1.644 0.843 4.162
C -0.753 1.789 0.643
C -1.690 2.807 0.759
H -4.090 4.585 0.492
H -3.844 6.073 1.453
H -2.529 5.441 0.420
H -2.355 4.969 4.181
H -3.722 5.847 3.486
H -3.941 4.178 4.065
H -2.253 2.598 4.120
H -0.964 0.588 3.814
H 1.928 0.627 1.247
H 1.659 -2.214 2.640
H 4.577 -2.840 5.810
H 4.388 -4.546 5.310
H 4.583 -3.272 4.080
H 0.958 -4.234 3.932
H 2.491 -4.199 3.020
H 2.283 -5.333 4.357
H 0.980 -3.499 6.429
H 2.270 -4.709 6.656
H 2.538 -3.024 7.162
H 2.293 0.174 8.167
H 1.830 1.827 8.657
H 0.657 0.807 7.760
H 2.019 3.430 5.361
H 0.501 2.794 6.057
H 1.685 3.611 7.073
H 4.197 2.315 5.806
H 3.918 2.626 7.550
H 4.288 0.966 6.985
H 1.437 1.908 3.939
H -0.357 1.596 -0.350
H -2.043 3.349 -0.130

## Properties
LUMO, eV: -1.02
ΔE to the lowest compared entry with this formula, charge and spin, kcal per mole: 76.5

Density functional theory data (the ωB97M-V functional and the def2-TZVPD basis) for a 2-piece molecular cluster, C5H12ClN3 overall.

Element x y z (Å)
C -1.807 -0.124 -0.330
C -0.635 1.375 1.358
C -0.620 1.982 -1.052
C 1.956 -3.114 0.211
C -0.614 0.819 -0.032
N 1.988 -1.642 0.254
N 1.016 -0.971 0.173
N 0.637 0.088 -0.328
Cl 2.527 1.888 -0.578
H -1.615 -1.229 -0.176
H -2.704 -0.007 0.332
H -2.297 0.185 -1.309
H -1.042 2.405 1.261
H 0.413 1.300 1.659
H -1.362 0.827 1.907
H -0.292 1.559 -1.932
H -1.708 2.432 -1.146
H 0.037 2.738 -0.791
H 1.161 -3.598 -0.438
H 2.102 -3.495 1.304
H 2.859 -3.414 -0.348

## Properties
LUMO (spin up / spin down), eV: -1.32 / -1.76
ΔE to the lowest compared entry with this formula, charge and spin, kcal per mole: 31.7

Density functional theory data (the ωB97M-V functional and the def2-TZVPD basis) for one molecule with the formula C7H7NO2.

Element x y z (Å)
C -1.638 1.653 0.834
C -0.944 0.442 0.375
N -1.142 -0.694 0.886
C -0.400 -1.661 0.077
C 0.523 -0.934 -0.821
C 1.914 -0.708 -0.295
C 2.319 0.433 0.169
O 2.794 1.428 0.508
C -0.046 0.478 -0.885
O 0.222 1.411 -1.559
H -1.012 2.427 0.942
H -2.138 1.370 1.747
H -2.484 1.920 0.108
H -0.036 -2.381 0.714
H -1.235 -2.220 -0.635
H 0.558 -1.474 -1.746
H 2.745 -1.490 -0.419

## Properties
LUMO, eV: -0.02
ΔE to the lowest compared entry with this formula, charge and spin, kcal per mole: 55.3
Structure (SMILES): CC1=NC[C@H](C=C=O)C1=O

Density functional theory data (the ωB97M-V functional and the def2-TZVPD basis) for a 3-piece molecular cluster, C22H44BBrN2O11S2 overall.

Element x y z (Å)
C -3.307 -4.892 -0.752
C -2.075 -5.334 -1.099
C -0.805 -5.296 -0.272
C -0.751 -6.349 0.868
C -2.092 -6.752 1.486
O 0.245 -5.847 -1.153
S 0.855 -4.822 -2.255
O 1.232 -5.659 -3.360
O 2.262 -4.415 -1.550
C 2.167 -3.410 -0.485
C 2.186 -2.054 -1.218
C 1.813 -0.761 -0.483
C 2.673 0.420 -1.019
Br 3.398 1.447 0.518
C 3.536 -3.681 0.242
C 4.375 -2.468 0.687
C 5.431 -2.035 -0.340
O 5.167 -2.937 1.820
C 1.079 -3.719 0.576
N 1.187 -2.876 1.788
C -0.437 -3.854 0.251
S -1.102 -2.489 -0.850
B -1.249 -3.531 1.626
N -2.296 -2.500 1.710
O -1.002 -4.256 2.774
H -3.766 -4.178 -1.430
H -3.882 -5.250 0.090
H -1.998 -5.786 -2.085
H -0.315 -7.266 0.482
H -0.065 -6.040 1.651
H -2.613 -7.502 0.897
H -1.902 -7.169 2.473
H -2.752 -5.911 1.664
H 3.156 -1.966 -1.699
H 1.496 -2.137 -2.057
H 0.792 -0.451 -0.666
H 1.947 -0.746 0.590
H 2.069 1.139 -1.554
H 3.549 0.092 -1.559
H 3.336 -4.251 1.146
H 4.177 -4.307 -0.371
H 3.817 -1.621 1.078
H 5.280 -0.974 -0.547
H 5.335 -2.570 -1.281
H 6.424 -2.127 0.083
H 4.724 -2.659 2.632
H 1.336 -4.726 0.915
H 1.990 -2.262 1.760
H 1.350 -3.475 2.589
H -1.170 -3.056 -2.068
H -3.204 -2.862 1.445
H -2.320 -2.068 2.626
H -1.487 -3.872 3.516
C 1.463 4.046 2.368
C 0.800 4.757 1.210
O -0.619 4.531 1.178
C -1.332 5.199 2.084
O -0.904 5.969 2.904
O -2.614 4.853 1.931
C -3.493 5.429 2.900
H 1.227 2.981 2.345
H 2.545 4.169 2.319
H 1.117 4.435 3.325
H 1.181 4.360 0.270
H 1.007 5.827 1.219
H -3.393 6.511 2.925
H -3.294 5.008 3.885
H -4.505 5.171 2.601
C -2.032 8.635 -4.725
C -2.148 9.023 -3.266
O -3.041 8.159 -2.548
C -2.560 6.947 -2.262
O -1.462 6.536 -2.538
O -3.513 6.266 -1.625
C -3.165 4.909 -1.332
H -3.019 8.601 -5.190
H -1.413 9.353 -5.262
H -1.586 7.648 -4.837
H -2.580 10.020 -3.185
H -1.175 9.046 -2.777
H -2.231 4.853 -0.781
H -3.098 4.332 -2.254
H -3.960 4.498 -0.717

## Properties
LUMO, eV: -0.03

Density functional theory data (the ωB97M-V functional and the def2-TZVPD basis) for C26H32N6O2SSn as an isolated structure.

Element x y z (Å)
Sn -0.010 0.078 0.495
C -0.555 -3.371 -4.536
C 0.783 -2.642 -4.531
N 0.683 -1.310 -3.928
C 0.930 -1.070 -2.648
S 0.916 0.688 -2.144
N 1.285 -1.979 -1.812
N 1.422 -1.633 -0.506
C 2.181 -2.348 0.247
C 2.938 -3.540 -0.233
C 2.347 -1.878 1.640
C 3.062 -2.604 2.582
C 3.256 -2.068 3.848
C 2.763 -0.804 4.129
C 2.053 -0.143 3.140
N 1.832 -0.672 1.939
H -0.419 -4.374 -4.940
H -0.947 -3.458 -3.521
H -1.286 -2.851 -5.154
H 1.514 -3.205 -3.956
H 1.156 -2.512 -5.546
H 0.426 -0.542 -4.526
H 2.844 -3.632 -1.309
H 3.992 -3.454 0.032
H 2.546 -4.450 0.227
H 3.463 -3.578 2.342
H 3.800 -2.629 4.595
H 2.925 -0.341 5.091
H 1.649 0.850 3.302
C -1.762 -1.560 3.181
O -1.474 -0.248 2.693
C -1.513 0.724 3.739
C -1.469 2.123 3.172
O -0.378 2.236 2.266
C -0.127 3.590 1.890
H -2.806 -1.632 3.491
H -1.117 -1.812 4.027
H -1.580 -2.256 2.365
H -0.670 0.559 4.419
H -2.444 0.611 4.303
H -1.339 2.829 3.998
H -2.407 2.356 2.657
H 0.213 4.170 2.750
H -1.029 4.054 1.483
H 0.653 3.582 1.131
C -2.283 -5.256 -0.560
C -3.242 -4.468 -1.187
C -2.961 -3.150 -1.491
C -1.720 -2.602 -1.150
C -0.771 -3.392 -0.504
C -1.050 -4.718 -0.222
N -1.379 -1.253 -1.435
N -2.024 -0.717 -2.346
C -1.834 0.604 -2.733
C -2.983 1.219 -3.251
C -2.951 2.521 -3.714
C -1.747 3.213 -3.752
C -0.585 2.596 -3.315
C -0.625 1.314 -2.783
H -2.506 -6.289 -0.326
H -4.212 -4.876 -1.434
H -3.701 -2.521 -1.964
H 0.196 -2.967 -0.256
H -0.302 -5.340 0.251
H -3.903 0.652 -3.250
H -3.857 2.984 -4.080
H -1.709 4.222 -4.139
H 0.364 3.115 -3.375

## Properties
Charge: +2
LUMO, eV: -6.56
ΔE to the lowest compared entry with this formula, charge and spin, kcal per mole: 18.1

Density functional theory data (the ωB97M-V functional and the def2-TZVPD basis) for C15H15CaNOS3Te as an isolated structure.

Element x y z (Å)
Ca -1.016 0.238 -0.271
S -0.080 -4.452 -1.057
C -1.746 -4.469 -0.710
C -2.223 -3.209 -0.494
C -1.251 -2.152 -0.572
C -0.034 -2.730 -0.872
C 1.243 -2.019 -1.062
C 2.371 -2.637 -1.610
C 3.535 -1.916 -1.774
C 3.567 -0.578 -1.401
C 2.414 -0.031 -0.876
N 1.283 -0.723 -0.693
H -2.290 -5.401 -0.694
H -3.270 -3.044 -0.271
H 2.321 -3.671 -1.921
H 4.408 -2.390 -2.205
H 4.450 0.032 -1.527
H 2.372 1.016 -0.595
C 0.429 -1.623 2.818
S -0.055 0.055 3.151
C 1.503 0.863 2.873
O -0.920 0.476 1.976
H 1.140 -1.928 3.586
H 0.863 -1.701 1.821
H -0.472 -2.231 2.877
H 2.197 0.572 3.662
H 1.310 1.934 2.917
H 1.885 0.588 1.890
Te -0.055 2.593 -1.790
C -1.743 3.757 -1.289
C -1.948 5.105 -1.323
C -3.239 5.491 -0.850
C -4.007 4.438 -0.460
S -3.149 2.973 -0.700
H -1.200 5.805 -1.667
H -3.580 6.516 -0.806
H -5.014 4.452 -0.080

## Properties
LUMO, eV: 0.13
ΔE to the lowest compared entry with this formula, charge and spin, kcal per mole: 0.2

Density functional theory data (the ωB97M-V functional and the def2-TZVPD basis) for a 2-piece molecular cluster, C2H10N overall.

Element x y z (Å)
N -2.357 1.579 -1.411
H -1.645 0.963 -1.812
H -2.467 1.330 -0.420
H -2.172 2.583 -1.421
H -3.235 1.324 -1.874
C 1.216 -1.681 1.002
C 1.691 -0.237 0.754
H 1.217 -1.928 2.059
H 1.851 -2.384 0.453
H 0.263 -1.922 0.527
H 1.826 0.298 1.660
H 2.723 -0.298 0.395
H 1.087 0.374 0.087

## Properties
Charge: +1
LUMO, eV: -4.75
ΔE to the lowest compared entry with this formula, charge and spin, kcal per mole: 12.6

Density functional theory data (the ωB97M-V functional and the def2-TZVPD basis) for C24H35BF3N8O4V as an isolated structure.

Element x y z (Å)
V -0.111 -0.159 0.473
C -2.992 -0.790 4.343
C -1.918 -1.339 3.404
C -1.671 -2.821 3.694
C -0.635 -0.575 3.537
C 0.086 -0.280 4.691
C 1.239 0.341 4.253
N 1.208 0.427 2.922
N 0.050 -0.124 2.479
B 2.216 1.059 1.942
N 2.733 0.026 0.918
C 3.990 -0.364 0.692
C 4.028 -1.063 -0.495
C 2.712 -1.077 -0.960
N 1.939 -0.407 -0.099
C 2.212 -1.629 -2.265
C 1.854 -3.113 -2.189
C 3.255 -1.408 -3.362
N 1.472 2.120 1.083
C 1.652 3.430 0.957
C 0.828 3.905 -0.052
C 0.145 2.794 -0.527
N 0.531 1.719 0.186
C -0.769 2.665 -1.711
C -1.249 4.028 -2.195
C -0.059 1.898 -2.827
H -3.956 -1.243 4.110
H -3.092 0.290 4.263
H -2.761 -1.035 5.381
H -2.270 -1.223 2.373
H -1.295 -2.949 4.710
H -0.940 -3.264 3.022
H -2.604 -3.379 3.613
H -0.195 -0.499 5.704
H 2.073 0.750 4.796
H 3.111 1.553 2.549
H 4.774 -0.084 1.373
H 4.891 -1.486 -0.974
H 1.321 -1.053 -2.538
H 2.667 -3.684 -1.740
H 1.682 -3.505 -3.192
H 0.954 -3.293 -1.605
H 4.136 -2.029 -3.199
H 3.576 -0.368 -3.415
H 2.836 -1.684 -4.329
H 2.361 3.938 1.588
H 0.752 4.916 -0.407
H -1.647 2.090 -1.415
H -0.415 4.633 -2.553
H -1.765 4.577 -1.409
H -1.942 3.903 -3.025
H 0.792 2.467 -3.205
H -0.747 1.715 -3.651
H 0.312 0.928 -2.486
C -2.364 -3.296 -1.337
C -1.335 -2.514 -0.603
N -1.160 -1.215 -0.791
O -2.054 -0.573 -1.628
C -0.456 -3.132 0.308
C -0.348 -4.595 0.562
N 0.346 -2.226 0.881
O 1.225 -2.524 1.679
H -2.976 -2.676 -1.980
H -2.986 -3.833 -0.620
H -1.852 -4.055 -1.935
H -2.617 -0.038 -1.030
H -1.293 -5.001 0.927
H 0.418 -4.772 1.313
H -0.074 -5.142 -0.341
F -1.048 2.520 2.482
C -2.308 2.615 2.035
F -3.114 2.313 3.061
F -2.520 3.883 1.695
C -2.614 1.651 0.849
O -3.523 1.894 0.103
O -1.874 0.580 0.764

## Properties
Charge: +1
LUMO (spin up / spin down), eV: -5.39 / -4.86
ΔE to the lowest compared entry with this formula, charge and spin, kcal per mole: 22.2
Spin multiplicity: 2

Density functional theory data (the ωB97M-V functional and the def2-TZVPD basis) for a 3-piece molecular cluster, C7H14O overall.

Element x y z (Å)
C -0.447 -0.511 0.072
C 0.706 0.218 -0.166
C 1.121 0.217 1.930
C 0.013 -1.502 -3.150
C -1.734 0.103 0.510
C 0.953 1.616 2.452
C -0.700 -0.553 -2.196
O -1.617 0.125 -2.571
H -0.325 -1.565 0.307
H 0.616 1.272 -0.400
H 1.584 -0.293 -0.538
H 0.580 -0.535 2.499
H 2.149 -0.114 1.808
H -0.113 -2.533 -2.814
H 1.081 -1.271 -3.129
H -0.363 -1.418 -4.175
H -1.728 1.186 0.390
H -2.523 -0.278 -0.146
H -1.978 -0.154 1.541
H 1.456 2.345 1.811
H -0.101 1.900 2.505
H 1.371 1.745 3.459

## Properties
LUMO, eV: 0.88
ΔE to the lowest compared entry with this formula, charge and spin, kcal per mole: 113.0

Density functional theory data (the ωB97M-V functional and the def2-TZVPD basis) for one molecule with the formula C15H13ClFN5.

Element x y z (Å)
C -1.447 -0.639 -2.493
N -0.398 -0.214 -1.583
C -0.803 0.802 -0.617
C -1.845 0.284 0.346
C -1.464 -0.474 1.449
F -0.147 -0.638 1.689
C -2.365 -1.050 2.323
C -3.717 -0.862 2.099
C -4.144 -0.097 1.029
C -3.215 0.467 0.167
Cl -3.804 1.439 -1.135
C 0.400 -1.236 -1.156
N 0.186 -2.520 -1.366
N 1.221 -3.163 -0.838
N 2.049 -2.372 -0.316
N 1.596 -1.114 -0.501
C 2.350 0.000 -0.115
C 3.088 -0.066 1.060
C 3.857 1.018 1.440
C 3.893 2.159 0.655
C 3.167 2.212 -0.524
C 2.396 1.134 -0.919
H -1.007 -1.298 -3.238
H -2.248 -1.185 -1.986
H -1.857 0.243 -2.981
H -1.200 1.648 -1.180
H 0.076 1.130 -0.058
H -2.000 -1.630 3.155
H -4.440 -1.308 2.763
H -5.196 0.065 0.856
H 3.047 -0.966 1.653
H 4.429 0.972 2.355
H 4.492 3.004 0.957
H 3.205 3.095 -1.144
H 1.843 1.161 -1.846

## Properties
LUMO, eV: 0.59
Structure (SMILES): CN(Cc1c(F)cccc1Cl)c1nnnn1-c1ccccc1